Molecular formula: C12H93B2ClFI3NO41
Method: DFT, ωB97M-V/def2-TZVPD

## Properties
HOMO ... -4.4 eV
Gap between HOMO and LUMO ... 5.452 eV
F_max ... 2.560 eV Å⁻¹
Total charge ... -1

Each line ends with the Löwdin charge.
Geometry (Å):
C (1.247, -2.930, 1.081)  -0.154
C (2.472, -2.054, 1.152)  -0.670
I (3.312, -2.178, 3.193)  0.688
C (2.287, -0.556, 0.663)  -0.559
I (3.391, 0.725, 2.011)  0.861
C (0.859, -0.030, 0.506)  -0.457
C (1.013, 1.339, -0.256)  -0.168
C (1.143, 1.107, -1.742)  -0.738
O (1.876, 0.380, -2.264)  0.033
I (-0.095, 2.370, -3.075)  0.814
O (0.043, -0.736, -0.330)  0.003
B (-1.414, -0.704, 0.081)  -0.638
C (-2.440, 0.237, -0.788)  -0.068
C (-2.580, 1.686, -0.326)  -0.206
C (-3.965, 2.030, 0.172)  -0.213
F (-3.979, 1.899, 1.550)  -0.045
B (-1.977, -2.308, -0.296)  -0.432
O (-1.093, -3.139, -1.005)  0.094
N (-3.282, -2.874, 0.018)  -0.096
C (-3.920, -2.270, 1.173)  -0.087
C (-4.185, -2.936, -1.143)  -0.069
O (-1.274, -0.281, 1.507)  0.040
C (-0.075, 0.172, 1.816)  -0.780
O (0.241, -0.617, 2.939)  -0.088
Cl (-0.045, 1.887, 2.512)  0.717
H (0.339, -2.457, 1.381)  0.067
H (1.418, -3.817, 1.647)  0.044
H (1.134, -3.264, 0.069)  0.077
H (3.241, -2.495, 0.553)  0.022
H (2.796, -0.388, -0.257)  0.038
H (0.165, 1.975, -0.112)  0.056
H (1.927, 1.863, -0.005)  0.064
H (-3.435, -0.175, -0.740)  0.072
H (-2.147, 0.169, -1.828)  0.085
H (-2.376, 2.385, -1.117)  0.032
H (-1.917, 1.941, 0.488)  0.069
H (-4.103, 3.077, -0.037)  0.073
H (-4.721, 1.427, -0.298)  0.113
H (-1.281, -3.167, -1.950)  0.053
H (-3.288, -2.323, 2.031)  0.062
H (-4.781, -2.875, 1.422)  0.084
H (-4.260, -1.251, 1.000)  0.084
H (-4.519, -3.934, -1.386)  0.082
H (-5.042, -2.313, -0.935)  0.042
H (-3.702, -2.457, -1.981)  0.069
H (-0.531, -1.178, 3.047)  0.114
O (-2.997, 1.502, 4.549)  -0.062
H (-2.349, 1.170, 3.916)  -0.011
H (-2.680, 2.386, 4.758)  0.036
O (0.014, -0.395, 6.178)  -0.060
H (-0.123, -0.271, 5.229)  0.004
H (-0.525, 0.284, 6.597)  0.019
O (4.701, -1.987, -0.849)  -0.061
H (5.040, -1.230, -0.354)  0.029
H (4.895, -1.760, -1.765)  0.036
O (-2.052, -3.595, -3.846)  -0.040
H (-1.616, -3.935, -4.638)  0.024
H (-2.932, -3.338, -4.137)  0.044
O (-0.305, -5.571, 0.969)  -0.069
H (-0.811, -4.828, 0.613)  0.013
H (-0.167, -6.163, 0.219)  -0.003
O (-6.608, -1.172, -1.760)  -0.051
H (-7.485, -1.170, -1.363)  0.045
H (-6.477, -0.263, -2.053)  0.037
O (-6.146, 4.848, 0.159)  -0.057
H (-6.047, 5.402, 0.942)  0.066
H (-5.955, 3.956, 0.478)  0.040
O (0.432, -6.941, -1.595)  -0.045
H (0.578, -6.280, -2.279)  0.031
H (1.074, -7.633, -1.785)  0.013
O (-3.514, -1.722, 4.544)  -0.049
H (-4.396, -1.729, 4.925)  0.037
H (-3.394, -0.812, 4.254)  0.007
O (7.377, -0.811, -1.286)  -0.051
H (7.767, -1.659, -1.053)  0.059
H (7.694, -0.635, -2.182)  0.020
O (0.118, -3.048, -5.842)  -0.065
H (0.896, -3.151, -6.395)  0.037
H (0.236, -2.187, -5.418)  0.006
O (0.748, 2.482, 7.951)  -0.058
H (1.164, 1.655, 8.220)  0.070
H (1.108, 2.646, 7.068)  0.012
O (-1.590, -0.227, -6.935)  -0.053
H (-1.335, -1.157, -6.878)  0.029
H (-1.365, 0.136, -6.069)  0.043
O (2.792, 2.559, 5.918)  -0.049
H (3.058, 3.354, 5.441)  0.056
H (3.277, 1.848, 5.484)  0.054
O (-3.741, 2.871, -3.429)  -0.090
H (-3.929, 3.723, -3.014)  0.003
H (-3.207, 3.094, -4.200)  0.022
O (2.107, -9.680, -1.193)  -0.060
H (2.174, -10.618, -1.001)  0.030
H (2.374, -9.233, -0.376)  0.001
O (2.437, -8.837, 1.585)  -0.042
H (2.572, -8.277, 2.357)  0.057
H (2.381, -9.730, 1.940)  0.045
O (7.928, 2.253, -1.254)  -0.067
H (7.774, 1.331, -1.017)  -0.015
H (7.238, 2.727, -0.775)  0.036
O (-3.312, 5.323, 0.972)  -0.049
H (-2.885, 4.498, 1.237)  0.035
H (-2.965, 5.495, 0.091)  0.041
O (6.719, -0.497, -4.040)  -0.039
H (6.113, 0.171, -4.379)  0.055
H (6.871, -1.084, -4.787)  0.043
O (-7.988, 2.733, -0.943)  -0.048
H (-7.709, 3.527, -0.467)  -0.013
H (-7.799, 2.921, -1.868)  0.034
O (4.906, 1.623, -1.304)  -0.067
H (4.877, 2.268, -2.019)  0.047
H (5.642, 1.044, -1.536)  0.000
O (2.056, 5.053, 7.981)  -0.069
H (1.931, 4.134, 8.253)  -0.008
H (1.350, 5.515, 8.451)  0.013
O (1.335, -2.203, -3.565)  -0.044
H (1.167, -1.785, -2.709)  0.034
H (1.613, -3.102, -3.346)  0.041
O (3.051, -5.519, -2.759)  -0.039
H (3.668, -5.948, -3.361)  0.039
H (3.520, -4.733, -2.452)  0.035
O (-5.394, 5.149, -2.728)  -0.040
H (-6.251, 5.119, -2.290)  0.035
H (-5.307, 6.058, -3.036)  0.064
O (2.006, -0.603, -6.212)  -0.058
H (2.410, -1.474, -6.124)  -0.005
H (2.036, -0.242, -5.319)  0.033
O (0.272, 1.622, -8.432)  -0.074
H (-0.420, 1.012, -8.134)  -0.006
H (0.074, 1.775, -9.360)  0.022
O (8.168, 1.106, 1.591)  -0.068
H (8.649, 1.815, 1.152)  0.020
H (8.840, 0.442, 1.755)  0.004
O (0.291, 4.482, 10.226)  -0.065
H (0.454, 3.705, 9.675)  -0.001
H (-0.664, 4.484, 10.348)  0.039
O (-9.124, 6.201, 0.130)  -0.054
H (-9.176, 6.838, -0.588)  0.033
H (-8.367, 5.645, -0.090)  -0.012
O (0.809, 4.136, 4.404)  -0.104
H (1.073, 3.227, 4.600)  -0.028
H (1.070, 4.638, 5.185)  0.018
O (10.609, 0.897, 2.864)  -0.050
H (10.705, 1.443, 3.650)  0.050
H (10.775, 0.001, 3.178)  0.047
O (-5.686, 3.804, -5.593)  -0.072
H (-5.568, 4.381, -4.831)  -0.013
H (-5.510, 2.925, -5.239)  0.022
O (-1.397, 5.567, 8.086)  -0.053
H (-1.157, 6.346, 7.576)  0.042
H (-0.889, 4.853, 7.684)  0.020
O (4.333, -2.101, -6.840)  -0.054
H (4.294, -1.338, -7.427)  0.047
H (5.195, -2.496, -7.005)  0.037